Entry 1:
{"formula": "C24H26Cl5NOP2Pb", "method": "ωB97M-V with the def2-TZVPD basis set", "species": ["Pb", "Cl", "C", "C", "Cl", "C", "Cl", "C", "O", "C", "Cl", "C", "Cl", "C", "P", "C", "C", "C", "P", "C", "C", "H", "H", "H", "H", "H", "H", "H", "H", "H", "H", "H", "H", "H", "H", "H", "H", "N", "C", "C", "C", "C", "C", "C", "C", "C", "C", "C", "C", "C", "H", "H", "H", "H", "H", "H", "H", "H", "H", "H"], "xyz": [[-0.04606, -0.56398, -0.26787], [7.33317, -2.53821, -0.37605], [5.80142, -1.92860, 0.01911], [4.68202, -2.30619, -0.75309], [4.89745, -3.38191, -2.06817], [3.43443, -1.79884, -0.44375], [2.09991, -2.27816, -1.42097], [3.20076, -0.91744, 0.65226], [2.05968, -0.49258, 1.00049], [4.37212, -0.55075, 1.39790], [4.14459, 0.51901, 2.70278], [5.63220, -1.04720, 1.10082], [6.98670, -0.57713, 2.03712], [0.43083, -3.99807, 1.90978], [-0.30874, -2.33034, 1.96677], [0.38460, -1.62593, 3.50399], [-2.09615, -2.65353, 2.34232], [-2.90281, -1.36218, 2.34398], [-2.68084, -0.43691, 0.75125], [-3.71365, -1.40659, -0.41502], [-3.68737, 1.06191, 1.03101], [0.16776, -4.55244, 2.81117], [1.51343, -3.90244, 1.85594], [0.07702, -4.54042, 1.03637], [0.39770, -2.39404, 4.27840], [-0.20740, -0.77772, 3.83808], [1.39848, -1.28712, 3.30231], [-2.17543, -3.15717, 3.30933], [-2.47779, -3.33746, 1.58020], [-2.55995, -0.70324, 3.14568], [-3.96657, -1.56552, 2.50037], [-4.72841, -1.50923, -0.03395], [-3.28568, -2.39440, -0.57686], [-3.74495, -0.88692, -1.37095], [-4.68495, 0.80030, 1.38036], [-3.76181, 1.61049, 0.09336], [-3.19295, 1.69338, 1.76735], [0.09362, 0.10759, -2.79440], [-0.80059, 1.16033, -3.14968], [-1.71717, 0.96505, -4.17909], [-2.53587, 1.99448, -4.60813], [-2.43953, 3.23569, -4.00223], [-1.55634, 3.42395, -2.95302], [-0.73796, 2.39425, -2.48243], [0.10235, 2.67294, -1.29659], [0.73519, 3.93044, -1.19366], [1.31313, 4.35720, -0.01862], [1.29709, 3.56226, 1.11195], [0.74670, 2.28544, 1.02501], [0.23702, 1.88079, -0.17651], [0.06839, -0.63118, -3.49084], [1.04453, 0.45971, -2.72526], [-1.78236, -0.00220, -4.65841], [-3.23112, 1.83239, -5.41764], [-3.05128, 4.05602, -4.34582], [-1.52155, 4.39068, -2.47566], [0.71214, 4.56577, -2.06670], [1.76516, 5.33675, 0.02760], [1.69911, 3.90151, 2.05351], [0.76654, 1.63772, 1.88480]], "lowdin_charge": [1.150, 0.830, -0.658, -0.677, 0.774, -0.557, 0.726, -0.432, -0.215, -0.572, 0.822, -0.680, 0.773, -0.237, 0.782, -0.220, -0.392, -0.401, 0.739, -0.248, -0.240, 0.064, 0.047, 0.052, 0.067, 0.051, 0.026, 0.103, 0.085, 0.082, 0.103, 0.063, 0.042, 0.047, 0.061, 0.050, 0.050, -0.023, -0.269, -0.025, -0.055, -0.052, -0.015, -0.136, -0.200, -0.010, -0.046, -0.048, -0.130, -0.174, 0.099, 0.096, 0.117, 0.118, 0.117, 0.121, 0.127, 0.122, 0.118, 0.092], "total_charge": 2, "lumo_ev": [-7.975, -8.633], "fmax_ev_per_a": 1.440, "e_above_lowest_kj_mol": 350.99, "homo_energy_ev": [-13.58, -13.33]}

Entry 2:
{"formula": "C24H26F33NO4Si", "method": "ωB97M-V with the def2-TZVPD basis set", "species": ["F", "C", "F", "C", "F", "F", "C", "O", "C", "F", "F", "C", "F", "F", "H", "H", "H", "H", "F", "C", "F", "C", "F", "F", "C", "O", "C", "F", "F", "C", "F", "F", "H", "H", "H", "H", "F", "C", "F", "C", "F", "F", "C", "O", "C", "F", "F", "C", "F", "F", "H", "H", "H", "H", "F", "C", "F", "C", "F", "F", "C", "O", "C", "F", "F", "C", "F", "F", "H", "H", "H", "H", "H", "N", "C", "C", "Si", "C", "C", "F", "H", "H", "H", "H", "H", "H", "H", "H", "H"], "xyz": [[-5.18099, 0.63885, 6.97467], [-5.21067, 1.82930, 7.61838], [-6.38603, 2.42400, 7.27456], [-4.03020, 2.73236, 7.27083], [-4.07815, 3.13911, 5.97474], [-4.14276, 3.87810, 8.01853], [-2.63962, 2.14037, 7.55902], [-1.98216, 1.49150, 6.46683], [-2.39862, 0.14796, 6.21546], [-3.08030, -0.30407, 7.29472], [-1.25803, -0.59129, 6.16365], [-3.17500, -0.00840, 4.90089], [-4.21799, 0.85359, 4.81721], [-3.69414, -1.26010, 4.78720], [-5.24715, 1.63681, 8.69641], [-1.98677, 2.98877, 7.79926], [-2.63050, 1.52565, 8.46694], [-2.52424, 0.17023, 4.03991], [-2.63290, -2.65054, -1.81666], [-3.69211, -2.10098, -2.45579], [-3.25006, -1.73607, -3.69062], [-4.28354, -0.90096, -1.72096], [-3.41999, 0.14861, -1.70409], [-5.37354, -0.46684, -2.43363], [-4.76392, -1.17761, -0.28572], [-3.83727, -0.88971, 0.76527], [-2.85097, -1.89624, 1.00156], [-3.24376, -3.04006, 0.39230], [-2.89624, -2.15506, 2.33614], [-1.43363, -1.45785, 0.60878], [-1.37444, -1.00101, -0.66624], [-0.56134, -2.49784, 0.69075], [-4.44957, -2.87962, -2.59890], [-5.59953, -0.49075, -0.10218], [-5.20549, -2.17580, -0.18124], [-1.07577, -0.66015, 1.26627], [3.85719, 1.82491, -1.34509], [4.44625, 0.94870, -2.19224], [4.76770, -0.14703, -1.45103], [5.68618, 1.51483, -2.87918], [6.69276, 1.73150, -1.99180], [6.16017, 0.56048, -3.74463], [5.45823, 2.79558, -3.70073], [5.71912, 4.03566, -3.03720], [4.67021, 4.50574, -2.18836], [3.53633, 3.82655, -2.48304], [4.43720, 5.79239, -2.56301], [5.03241, 4.45992, -0.69771], [5.46354, 3.23336, -0.31357], [3.95292, 4.75313, 0.07554], [3.70289, 0.63328, -2.93281], [6.18791, 2.77087, -4.51968], [4.48461, 2.79710, -4.20506], [5.82316, 5.17949, -0.46612], [0.97251, -3.83447, -5.85253], [-0.15015, -4.07481, -5.13539], [-0.00414, -5.31605, -4.59559], [-1.42627, -3.99874, -5.96938], [-1.48495, -5.00266, -6.88387], [-2.49123, -4.20675, -5.12851], [-1.66949, -2.65703, -6.68202], [-1.22411, -2.56348, -8.03814], [0.16887, -2.29263, -8.20536], [0.66954, -1.85127, -7.02708], [0.24224, -1.23432, -9.05668], [0.94968, -3.47851, -8.78788], [0.75168, -4.61813, -8.08082], [2.28778, -3.23693, -8.77054], [-0.18707, -3.36152, -4.30451], [-2.75787, -2.53556, -6.74817], [-1.33728, -1.80203, -6.08127], [0.65149, -3.67142, -9.82256], [4.46572, 3.58543, 1.96340], [4.42732, 3.19874, 2.93351], [3.44794, 2.21205, 3.03249], [3.26290, 1.48992, 4.49249], [1.64058, 0.47502, 4.70735], [0.88063, -0.20759, 3.07512], [1.97391, -0.66955, 1.93990], [-0.15541, 0.70521, 2.47760], [2.85101, 1.98049, 2.05279], [4.25680, 0.88077, 4.74979], [3.22442, 2.35701, 5.31240], [1.95990, -0.63253, 5.63520], [0.67623, 1.34326, 5.43066], [0.28196, -1.19614, 3.37423], [1.85028, -1.83769, 1.75636], [1.63378, -0.14606, 0.92255], [3.08941, -0.42273, 2.20594]], "lowdin_charge": [0.083, -0.286, 0.091, -0.428, 0.123, 0.099, -0.053, 0.012, -0.473, 0.120, 0.112, -0.262, 0.089, 0.090, 0.175, 0.152, 0.146, 0.165, 0.081, -0.283, 0.080, -0.426, 0.122, 0.100, -0.052, 0.035, -0.465, 0.121, 0.133, -0.267, 0.085, 0.086, 0.178, 0.153, 0.147, 0.138, 0.075, -0.285, 0.089, -0.428, 0.122, 0.101, -0.054, 0.034, -0.473, 0.119, 0.140, -0.261, 0.079, 0.085, 0.176, 0.152, 0.147, 0.180, 0.081, -0.284, 0.091, -0.427, 0.122, 0.093, -0.057, 0.033, -0.475, 0.118, 0.137, -0.264, 0.086, 0.094, 0.175, 0.152, 0.144, 0.176, -0.007, 0.038, -0.222, -0.331, 0.684, -0.412, -0.113, -0.181, 0.108, 0.099, 0.094, -0.032, -0.031, 0.118, 0.091, 0.106, 0.077], "lumo_ev": 0.152, "fmax_ev_per_a": 5.770, "homo_energy_ev": -10.10}

Entry 3:
{"formula": "C24H26F6IN5OPS2W", "method": "ωB97M-V with the def2-TZVPD basis set", "species": ["W", "C", "N", "C", "C", "N", "C", "C", "C", "C", "C", "C", "C", "S", "C", "C", "C", "C", "C", "C", "S", "H", "H", "H", "H", "H", "H", "H", "H", "H", "H", "H", "H", "H", "H", "H", "H", "H", "H", "I", "C", "C", "N", "N", "C", "H", "H", "H", "O", "N", "C", "C", "C", "C", "C", "H", "H", "H", "H", "H", "F", "P", "F", "F", "F", "F", "F"], "xyz": [[0.08543, -0.51486, 0.12216], [-3.17706, 0.22211, 1.03951], [-1.80569, 0.22779, 1.64624], [-1.49764, 1.65797, 1.96173], [-0.05626, 1.79057, 2.32278], [0.80953, 1.43875, 1.14857], [2.20185, 1.29432, 1.70779], [0.79160, 2.57225, 0.19579], [1.48211, 3.74840, 0.44577], [1.38156, 4.81242, -0.44164], [0.58179, 4.71835, -1.57200], [-0.12572, 3.55295, -1.82228], [-0.00047, 2.49057, -0.93800], [-0.92138, 1.01600, -1.27448], [-1.84240, -0.51760, 2.91027], [-2.85070, -0.34963, 3.84431], [-2.80023, -1.03790, 5.05354], [-1.74934, -1.89399, 5.35227], [-0.73384, -2.07901, 4.42960], [-0.79922, -1.38737, 3.22033], [0.41605, -1.68868, 2.01779], [-3.83448, 0.86930, 1.61794], [-3.58581, -0.78255, 1.04083], [-3.12979, 0.61495, 0.02967], [-2.12658, 1.99305, 2.78778], [-1.75035, 2.26004, 1.08890], [0.21081, 1.12335, 3.14252], [0.17166, 2.81080, 2.63184], [2.38987, 2.10675, 2.40574], [2.93288, 1.32492, 0.91030], [2.27385, 0.35701, 2.25143], [2.10045, 3.86229, 1.32516], [1.92678, 5.72390, -0.23807], [0.50050, 5.55260, -2.25543], [-0.76160, 3.46922, -2.69376], [-3.68120, 0.31776, 3.65898], [-3.59567, -0.89545, 5.77299], [-1.72464, -2.41750, 6.29803], [0.09256, -2.74712, 4.63503], [-4.28278, -5.02026, 0.00284], [-3.14948, -3.38128, -0.50783], [-3.18655, -2.65166, -1.68853], [-2.28997, -1.66909, -1.58658], [-1.65564, -1.69761, -0.39213], [-2.17429, -2.76117, 0.25546], [-3.78816, -2.77179, -2.57621], [-2.04761, -0.99644, -2.29841], [-1.84331, -3.02691, 1.24470], [0.56267, -2.02584, -1.13961], [1.81103, -2.29923, -1.62310], [2.18740, -1.74011, -2.78168], [3.40686, -2.08215, -3.32317], [4.21373, -2.99791, -2.66277], [3.78166, -3.55827, -1.46511], [2.55880, -3.19374, -0.95535], [1.49472, -1.04556, -3.23163], [3.70759, -1.63224, -4.25856], [5.17109, -3.27991, -3.08060], [4.37966, -4.28257, -0.93089], [2.12788, -3.59187, -0.04845], [1.87454, -0.22452, -0.31920], [1.58029, 1.74633, -5.40856], [0.82553, 1.11992, -6.57330], [0.71987, 2.89722, -4.79689], [2.39533, 2.81329, -6.19301], [0.91726, 0.78605, -4.28031], [2.90267, 0.95062, -5.16107]], "lowdin_charge": [1.464, -0.050, -0.216, -0.144, -0.132, -0.258, -0.046, -0.273, 0.006, -0.008, -0.017, -0.078, -0.517, 0.813, -0.279, 0.019, 0.011, -0.010, -0.050, -0.539, 0.877, 0.109, 0.099, 0.052, 0.151, 0.125, 0.131, 0.154, 0.108, 0.107, 0.071, 0.128, 0.132, 0.134, 0.116, 0.131, 0.137, 0.136, 0.127, 1.026, -0.740, -0.057, 0.022, -0.228, -0.183, 0.152, 0.119, 0.104, -0.294, -0.147, 0.025, 0.027, 0.028, 0.024, 0.023, 0.124, 0.132, 0.141, 0.139, 0.145, -0.351, 0.354, 0.017, -0.056, -0.043, -0.169, -0.056], "total_charge": 3, "lumo_ev": [-11.313, -11.314], "fmax_ev_per_a": 0.283, "e_above_lowest_kj_mol": 0.00, "homo_energy_ev": [-16.45, -16.45]}

Entry 4:
{"formula": "C24H26F6N3S3", "method": "ωB97M-V with the def2-TZVPD basis set", "species": ["F", "C", "F", "F", "C", "C", "C", "N", "C", "S", "N", "C", "C", "C", "C", "C", "N", "C", "C", "C", "F", "F", "F", "C", "H", "H", "H", "H", "H", "H", "H", "H", "H", "H", "H", "H", "H", "H", "H", "C", "C", "C", "C", "C", "S", "C", "C", "C", "S", "C", "C", "H", "H", "H", "H", "H", "H", "H", "H", "H", "H", "H"], "xyz": [[8.25506, -3.00734, -2.22333], [7.58338, -3.12308, -1.03179], [7.18963, -4.42303, -0.91374], [8.50033, -2.88304, -0.03797], [6.43005, -2.15579, -0.95510], [5.13504, -2.60326, -0.73086], [4.08200, -1.66699, -0.63458], [2.80448, -2.15539, -0.34096], [1.62215, -1.45484, -0.12133], [1.40341, 0.20290, -0.16893], [0.58708, -2.30495, 0.13778], [-0.78253, -1.84080, 0.45015], [-1.39723, -1.15993, -0.75988], [-1.79389, -2.11500, -1.89744], [-3.11104, -1.55687, -2.47128], [-3.53744, -0.41311, -1.53186], [-2.60193, -0.41969, -0.38363], [4.34259, -0.31414, -0.81541], [5.65097, 0.10523, -1.04390], [5.92944, 1.57685, -1.18613], [7.00144, 1.82287, -1.99693], [4.85795, 2.24799, -1.70836], [6.20748, 2.14810, 0.03274], [6.70813, -0.79637, -1.10571], [4.93085, -3.66559, -0.61590], [2.72983, -3.17240, -0.29064], [0.80709, -3.26043, 0.41136], [-1.36758, -2.73697, 0.70211], [-0.79377, -1.15245, 1.31228], [-0.67025, -0.39923, -1.11541], [-0.99329, -2.14696, -2.64622], [-1.94098, -3.12739, -1.50385], [-2.96463, -1.16427, -3.48445], [-3.88774, -2.32926, -2.50342], [-3.47456, 0.56472, -2.04284], [-4.57160, -0.51922, -1.16915], [-2.27225, 0.54464, -0.25847], [3.53312, 0.42336, -0.77282], [7.72004, -0.44813, -1.27623], [-6.72473, 2.75951, -0.23816], [-6.65912, 1.62169, 0.57641], [-5.46238, 1.25205, 1.18386], [-4.29178, 1.98881, 0.91772], [-2.97606, 1.54349, 1.37382], [-1.62052, 2.37398, 0.73566], [-0.52594, 2.66703, 2.14944], [-1.08480, 2.27444, 3.50162], [-1.43084, 0.80103, 3.53625], [-2.77693, 0.23886, 2.45188], [-4.37196, 3.16270, 0.14129], [-5.58088, 3.54628, -0.42329], [-7.67372, 3.06087, -0.69025], [-7.56024, 1.03402, 0.76155], [-5.40748, 0.39969, 1.86301], [0.40185, 2.12925, 1.91709], [-0.34771, 3.74880, 2.09150], [-0.31479, 2.46246, 4.25915], [-1.95698, 2.87764, 3.75334], [-0.56121, 0.17891, 3.29722], [-1.82112, 0.50541, 4.51865], [-3.47365, 3.77575, 0.00720], [-5.62984, 4.47667, -0.99286]], "lowdin_charge": [0.125, -0.509, 0.120, 0.125, -0.098, 0.066, -0.202, 0.071, -0.707, 0.769, 0.007, -0.166, -0.389, -0.118, -0.145, -0.185, -0.083, 0.013, -0.091, -0.507, 0.127, 0.119, 0.122, 0.061, 0.128, 0.150, 0.145, 0.134, 0.069, 0.063, 0.117, 0.111, 0.110, 0.109, 0.117, 0.104, -0.011, 0.008, 0.143, -0.023, -0.041, -0.021, -0.297, -0.736, 1.046, -0.403, -0.264, -0.410, 1.059, -0.042, -0.039, 0.124, 0.121, 0.106, 0.057, 0.096, 0.136, 0.125, 0.086, 0.092, 0.084, 0.121], "total_charge": 1, "lumo_ev": -5.364, "fmax_ev_per_a": 1.336, "homo_energy_ev": -10.87}